Record 1
C7H24ClN6O5 | ωB97M-V/def2-TZVPD

Summary:
E_LUMO ... 2.9 eV
Total charge ... -1
HOMO-LUMO gap ... 9.21 eV
HOMO level ... -6.3 eV

Each line ends with the Mulliken charge.
Geometry (Å):
Cl1 -8.11571 2.99481 -15.12050  -1.00
C1 -12.05236 2.30865 -15.79999  0.58
O1 -11.54289 1.94212 -16.83944  -0.62
N1 -13.35917 2.31647 -15.49339  -0.40
N2 -11.37224 2.80969 -14.77420  -0.18
H1 -13.51864 2.72990 -14.58578  0.19
H2 -14.00217 2.42819 -16.26422  0.23
H3 -11.79732 3.33062 -14.02052  0.17
H4 -10.37507 2.95201 -14.84836  0.06
C2 -8.51174 -1.39353 -14.89607  0.54
O2 -8.94686 -1.41010 -16.03014  -0.65
N3 -7.91097 -0.35257 -14.33027  -0.22
N4 -8.41645 -2.52336 -14.22278  -0.48
H5 -7.26003 -0.52186 -13.57680  0.17
H6 -8.02208 0.46581 -14.91165  0.18
H7 -8.97657 -3.30760 -14.52499  0.25
H8 -8.38096 -2.42934 -13.21779  0.20
C3 -4.14237 4.37772 -15.41516  0.68
O3 -3.11568 4.98904 -15.13794  -0.74
N5 -5.04592 4.69490 -16.28254  -0.29
N6 -4.57121 3.30832 -14.79452  -0.26
H9 -5.00270 5.53851 -16.83621  0.21
H10 -5.91171 4.17527 -16.26030  0.09
H11 -5.52774 3.00618 -14.91234  0.17
H12 -3.89608 2.83909 -14.20790  0.18
C4 -5.60732 2.83326 -10.83152  -0.89
C5 -6.75324 1.93626 -11.23123  -0.03
O4 -7.80148 2.75557 -11.76229  -0.46
H13 -5.85028 3.53768 -10.03599  0.28
H14 -5.24100 3.34708 -11.72029  0.17
H15 -4.82050 2.19693 -10.42643  0.32
H16 -7.17597 1.34243 -10.42081  0.30
H17 -6.41911 1.15321 -11.91187  0.03
H18 -7.84106 2.69383 -12.71949  0.26
C6 -9.41066 6.93446 -16.63694  -1.02
C7 -7.95156 6.75272 -16.18940  0.01
O5 -8.02691 6.25351 -14.88154  -0.48
H19 -9.36512 7.55509 -17.53184  0.34
H20 -9.88874 7.53786 -15.86529  0.27
H21 -9.96108 6.03359 -16.90819  0.25
H22 -7.44174 7.71528 -16.22997  0.27
H23 -7.45393 6.01821 -16.82262  0.14
H24 -7.73578 5.34703 -15.00465  0.18


Record 2
C3H6N3O | ωB97M-V/def2-TZVPD

Summary:
E_LUMO ... -5.1 eV
Total charge ... +1
Energy above the lowest of the compared OMol25 structures with the same formula, charge and spin ... 310.1 kJ/mol
HOMO-LUMO gap ... 9.66 eV
HOMO level ... -14.8 eV

Each line ends with the Mulliken charge.
Geometry (Å):
C1 -0.50965 -1.68393 -1.31401  0.37
N1 0.39988 -1.07542 -1.69973  -0.09
C2 1.02950 0.05789 -1.18033  -0.43
N2 0.22377 0.82257 -0.25668  -0.32
N3 -0.51906 -0.13754 0.60216  -0.23
C3 -0.70342 0.23673 1.80277  0.08
O1 -0.34237 1.28648 2.51434  -0.42
H1 -1.27013 -2.50803 -1.17711  0.37
H2 1.95580 -0.15395 -0.67032  0.33
H3 1.30093 0.66615 -2.05024  0.34
H4 -0.56661 1.13713 -0.84641  0.28
H5 -1.06250 -0.66408 2.36001  0.31
H6 0.06386 2.01600 1.91554  0.40


Record 3
C6H10O | ωB97M-V/def2-TZVPD

Summary:
E_LUMO ... 1.1 eV
Energy above the lowest of the compared OMol25 structures with the same formula, charge and spin ... 296.3 kJ/mol
HOMO-LUMO gap ... 10.07 eV
HOMO level ... -9.0 eV

Each line ends with the Mulliken charge.
Geometry (Å):
C1 -2.00561 0.02152 0.04681  -1.08
C2 -0.72099 -0.42545 -0.72277  -0.08
C3 0.95885 -0.72086 0.69925  -0.17
C4 0.56653 0.80443 0.72590  -0.89
C5 0.39598 0.57981 -0.74373  -0.02
C6 1.63934 -0.43806 -0.56973  -0.62
H1 -2.56955 0.89328 -0.55089  0.25
H2 -2.97400 -0.63059 0.28528  0.30
H3 -1.74264 0.36111 1.03976  0.25
H4 -0.79965 -1.09412 -1.54477  0.47
H5 1.12882 -1.19386 1.66138  0.48
H6 1.49505 1.32606 0.93926  0.31
H7 -0.16144 1.31081 1.36742  0.29
H8 0.65574 1.50578 -1.32989  0.37
H9 1.92454 -1.17947 -1.32059  0.32
H10 2.49146 0.18067 -0.27584  0.26
O1 -0.28244 -1.30105 0.29316  -0.46


Record 4
C24H36N2PtSi | ωB97M-V/def2-TZVPD

Summary:
E_LUMO (spin up / spin down) ... -5.4 / -9.6 eV
Total charge ... +2
Multiplicity ... 5
Energy above the lowest of the compared OMol25 structures with the same formula, charge and spin ... 39.5 kJ/mol
HOMO-LUMO gap (spin up / spin down) ... 7.02 / 4.06 eV
HOMO level (spin up / spin down) ... -12.4 / -13.6 eV

Each line ends with the Löwdin spin population.
Geometry (Å):
C1 0.43839 2.36606 2.92086  0.28
C2 1.45324 2.66332 2.00824  0.30
C3 0.83155 3.09674 0.74750  0.11
H1 2.54052 2.76327 2.18352  0.01
C4 -0.68543 3.19716 1.07865  0.20
C5 -0.83270 2.54782 2.33674  0.25
H2 -1.73464 2.32252 2.89121  0.01
H3 0.62723 2.27438 3.99200  0.01
H4 1.36340 3.37682 -0.16511  0.00
H5 -1.42752 3.69079 0.42720  0.01
Pt1 0.13011 1.38367 0.18481  0.84
C6 -3.24746 -0.84756 1.22504  0.01
H6 -2.70180 -0.10044 1.84787  0.00
H7 -3.90651 -1.56087 1.75258  0.00
H8 -3.90893 -0.24566 0.55764  0.00
Si1 0.02668 1.64799 -2.05706  0.23
C7 1.16657 0.28823 -2.49442  0.22
C8 2.46938 0.77468 -2.68385  0.10
H9 2.76613 1.71895 -2.22912  0.00
C9 3.32639 0.06733 -3.52075  0.00
H10 4.28209 0.51485 -3.84059  0.00
C10 2.93435 -1.20227 -3.97509  0.13
H11 3.59881 -1.76187 -4.66620  0.01
C11 1.69993 -1.79036 -3.58451  0.02
H12 1.44130 -2.80997 -3.91944  0.00
C12 0.80383 -1.02484 -2.81759  0.09
H13 -0.15713 -1.43644 -2.53536  0.00
C13 -1.52331 1.53738 -3.15038  0.04
C14 -1.13315 1.76222 -4.49986  0.01
H14 -0.07238 1.76570 -4.75510  0.00
C15 -2.07443 2.00236 -5.49947  0.00
H15 -1.74951 2.24540 -6.52941  0.00
C16 -3.43938 1.91934 -5.12990  0.00
H16 -4.19711 2.12077 -5.89708  0.00
C17 -3.82348 1.55077 -3.81781  0.00
H17 -4.89668 1.43926 -3.60594  0.00
C18 -2.86379 1.32452 -2.80944  0.00
H18 -3.17101 0.98100 -1.81374  0.00
H19 0.52516 3.00983 -2.32607  0.01
H20 -2.52273 -1.53521 0.75602  0.00
C19 1.80338 -1.37078 0.63003  0.07
N1 1.55100 -2.32512 1.68388  0.32
C20 2.50287 -3.40531 1.67122  0.03
C21 0.18804 -2.75495 1.85993  0.05
C22 -0.51012 -2.19224 3.14003  0.06
N2 -0.12236 -0.87156 3.57019  0.30
C23 -1.12664 -0.25494 4.40461  0.03
C24 1.23046 -0.71049 4.06691  0.06
H21 2.84013 -1.00937 0.71332  0.00
H22 1.10125 -0.50219 0.71272  0.05
H23 1.64508 -1.80941 -0.37361  0.02
H24 2.32550 -4.02993 2.54386  0.00
H25 2.39412 -4.05132 0.79399  0.02
H26 3.52437 -3.02754 1.69806  0.00
H27 -0.43817 -2.49632 0.98374  0.01
H28 0.17072 -3.84778 1.98211  0.00
H29 -1.59588 -2.17728 2.91877  0.00
H30 -0.38390 -2.94130 3.97506  0.03
H31 -1.16494 -0.74269 5.39002  0.01
H32 -0.89127 0.80209 4.53439  0.00
H33 -2.10417 -0.35687 3.92361  0.00
H34 1.35851 -1.20545 5.04902  0.02
H35 1.94916 -1.11945 3.33729  0.01
H36 1.39686 0.36254 4.20428  0.00


Record 5
C42H86N2O20 | ωB97M-V/def2-TZVPD

Summary:
E_LUMO ... 0.4 eV
HOMO-LUMO gap ... 9.58 eV
HOMO level ... -9.2 eV

Each line ends with the Mulliken charge.
Geometry (Å):
C1 5.94342 2.69392 4.20776  -1.00
C2 7.41803 3.05466 4.44968  -0.31
O1 7.68485 3.52035 3.22109  -0.27
C3 8.59350 2.97397 2.37942  0.73
C4 8.55007 3.77299 1.09065  -1.09
O2 8.94384 1.82220 2.42296  -0.54
H1 5.81979 2.17475 3.25735  0.29
H2 5.28659 3.55930 4.29605  0.27
H3 5.73914 2.03066 5.04827  0.33
H4 7.48964 3.80891 5.23331  0.26
H5 8.05604 2.20198 4.68201  0.37
H6 8.96062 4.73349 1.40207  0.32
H7 7.62499 3.98552 0.55479  0.28
H8 9.36954 3.51292 0.42061  0.36
C5 -2.61958 -2.17218 -8.92492  -1.17
C6 -2.72949 -0.94496 -8.05435  -0.16
O3 -3.40865 0.12983 -8.70175  -0.27
C7 -3.94906 1.24953 -8.04916  0.65
C8 -4.32416 2.28538 -9.09717  -0.93
O4 -3.96194 1.49289 -6.87005  -0.54
H9 -3.51823 -2.61564 -9.35371  0.32
H10 -2.23276 -2.99873 -8.32887  0.38
H11 -1.82960 -1.94990 -9.64230  0.29
H12 -3.31229 -1.32747 -7.21642  0.25
H13 -1.78700 -0.60563 -7.62462  0.30
H14 -3.50045 2.26691 -9.81079  0.30
H15 -4.48897 3.27792 -8.67785  0.30
H16 -5.21415 1.90338 -9.59726  0.27
C9 6.03249 1.84149 -7.34359  -1.09
C10 6.85601 2.91453 -6.52829  -0.22
O5 7.10673 4.08057 -7.11719  -0.34
C11 6.31356 5.08952 -7.08568  0.74
C12 6.59958 6.13154 -8.15808  -0.89
O6 5.26354 5.14804 -6.42265  -0.61
H17 5.03958 2.07804 -7.72605  0.31
H18 5.91443 0.86192 -6.88033  0.38
H19 6.71733 1.50190 -8.12061  0.29
H20 6.37406 3.17698 -5.58651  0.36
H21 7.86389 2.51941 -6.40116  0.23
H22 5.72630 6.51328 -8.68699  0.31
H23 7.39104 5.67587 -8.75310  0.29
H24 6.94056 7.00055 -7.59537  0.25
C13 2.94842 -3.07406 9.98025  -1.10
C14 3.95922 -3.37797 8.89623  -0.30
O7 5.17182 -2.94744 9.31970  -0.28
C15 6.25494 -3.54088 8.90352  0.74
C16 7.52073 -3.00090 9.51512  -0.93
O8 6.30082 -4.58031 8.27507  -0.58
H25 3.02394 -1.99858 10.14067  0.29
H26 3.23040 -3.51833 10.93483  0.29
H27 1.96353 -3.35521 9.60737  0.36
H28 3.91469 -4.44504 8.67834  0.34
H29 3.69735 -2.96100 7.92378  0.32
H30 7.30986 -2.45143 10.43257  0.30
H31 8.00011 -2.27026 8.86361  0.25
H32 8.11461 -3.87134 9.79391  0.29
C17 -1.47902 9.87978 2.15621  -1.04
C18 -0.69693 9.70580 0.85120  -0.25
O9 0.30903 8.69232 1.13046  -0.36
C19 1.62033 9.12229 1.38703  0.68
C20 2.58634 8.04671 1.55149  -0.87
O10 1.98274 10.27091 1.39657  -0.54
H33 -0.75145 10.30303 2.84875  0.27
H34 -1.65683 8.89616 2.59091  0.29
H35 -2.28842 10.60979 2.16317  0.36
H36 -1.29239 9.34429 0.01284  0.30
H37 -0.35967 10.64610 0.41508  0.32
H38 3.41048 8.54177 1.03788  0.29
H39 2.25247 7.13041 1.06464  0.28
H40 2.85601 8.04201 2.60759  0.25
C21 -6.81662 5.59104 1.38154  -0.99
C22 -8.13037 6.16834 1.71388  -0.29
O11 -8.47529 5.86799 2.95778  -0.33
C23 -8.35813 6.76561 4.00666  0.68
C24 -9.09186 6.34782 5.29847  -0.90
O12 -7.96510 7.90891 3.89430  -0.54
H41 -7.03653 4.57823 1.04397  0.29
H42 -6.16688 5.46438 2.24750  0.29
H43 -6.30681 6.18250 0.62103  0.29
H44 -8.20792 7.24298 1.54887  0.37
H45 -8.83465 5.75121 0.99409  0.29
H46 -9.36245 7.21951 5.89431  0.30
H47 -8.50312 5.65377 5.89828  0.25
H48 -9.95840 5.78274 4.95510  0.29
C25 1.17201 -9.73086 -3.61861  -1.16
C26 0.81023 -8.76306 -4.79753  -0.16
O13 -0.56618 -8.80589 -4.78906  -0.31
C27 -1.37555 -7.92149 -4.25877  0.72
C28 -2.81831 -8.38266 -4.40877  -0.93
O14 -1.18394 -6.77606 -3.66250  -0.61
H49 2.05080 -10.35388 -3.78495  0.36
H50 0.44414 -10.53213 -3.49106  0.35
H51 1.08626 -9.32157 -2.61202  0.34
H52 1.24301 -7.76592 -4.71681  0.32
H53 1.05876 -9.25974 -5.73541  0.24
H54 -3.05090 -8.19541 -5.45707  0.24
H55 -3.56476 -7.89669 -3.78049  0.31
H56 -2.88184 -9.44975 -4.19570  0.30
C29 -7.48084 0.41380 5.96007  -0.87
C30 -6.82266 0.34675 7.40629  -0.39
O15 -5.79279 1.36344 7.52803  -0.33
C31 -4.49490 1.10377 7.08177  0.64
C32 -3.71179 2.33131 7.01347  -0.89
O16 -3.99287 0.07118 6.88345  -0.50
H57 -8.11850 -0.47011 5.94545  0.33
H58 -6.68271 0.40357 5.21779  0.27
H59 -8.09717 1.31201 5.92190  0.24
H60 -7.33336 0.43654 8.36506  0.37
H61 -6.48631 -0.68733 7.48154  0.30
H62 -2.68419 1.99199 6.88306  0.32
H63 -3.79901 3.00701 7.86431  0.31
H64 -4.03826 2.68335 6.03491  0.22
C33 -10.28480 -8.36281 -2.75004  -1.04
C34 -10.53678 -7.83744 -1.34344  -0.32
O17 -9.34906 -7.24051 -0.86363  -0.25
C35 -9.43893 -6.37599 0.08705  0.67
C36 -8.07480 -5.63552 0.23394  -0.96
O18 -10.39355 -5.98603 0.70041  -0.56
H65 -11.26029 -8.65388 -3.13965  0.34
H66 -9.52204 -9.13666 -2.83648  0.30
H67 -9.79744 -7.50551 -3.21438  0.29
H68 -11.40101 -7.18673 -1.21004  0.39
H69 -10.66589 -8.73300 -0.73567  0.26
H70 -8.09392 -5.22712 1.24436  0.32
H71 -7.90406 -4.94258 -0.58994  0.25
H72 -7.30923 -6.39098 0.41081  0.33
C37 9.25696 -3.49260 -2.46326  -0.87
N1 9.06659 -4.88846 -2.93915  0.07
C38 8.09683 -5.65438 -2.12312  -0.88
C39 9.83581 -5.50808 -3.87078  0.14
O19 9.76430 -6.72130 -4.10148  -0.60
H73 8.29967 -2.97408 -2.41003  0.27
H74 9.95888 -2.89031 -3.04003  0.29
H75 9.79730 -3.60370 -1.52316  0.37
H76 7.35981 -5.03929 -1.60683  0.31
H77 7.63211 -6.44466 -2.71269  0.31
H78 8.57723 -6.17300 -1.29345  0.31
H79 10.60972 -4.86144 -4.31251  0.29
C40 -1.16946 0.26565 -0.98047  -0.93
N2 0.07419 -0.02208 -0.31458  0.05
C41 0.15461 -1.16795 0.48989  -0.90
C42 1.15278 0.54015 -0.82856  0.19
O20 2.27433 0.20695 -0.51432  -0.60
H80 -1.19200 1.24166 -1.46525  0.35
H81 -2.02689 0.32535 -0.31013  0.29
H82 -1.43009 -0.53481 -1.67291  0.33
H83 0.24682 -1.98778 -0.22248  0.34
H84 1.09091 -1.20409 1.04679  0.31
H85 -0.59790 -1.35473 1.25601  0.29
H86 0.87933 1.27079 -1.60546  0.28